Record 1
Molecular formula: C12H14IN3O3Re
Method: DFT, ωB97M-V/def2-TZVPD

Properties
Charge = +2
<S²> = 3.78
Energy relative to the best compared isomer or geometry (same formula, charge and spin) = 209.0 kcal/mol
Gap between HOMO and LUMO (spin up / spin down) = 4.25 / 4.37 eV
Multiplicity = 4

Element x y z (Å)
C (2.831, 1.094, 1.292)
C (1.918, 2.063, 1.467)
H (2.975, 0.614, 2.388)
H (3.836, 2.250, 0.668)
H (1.804, 0.094, 0.974)
H (0.753, 1.851, 1.805)
H (2.007, 2.467, 2.504)
H (1.675, 2.674, 0.319)
C (0.557, -2.710, 0.011)
C (0.233, -3.961, -0.504)
C (-0.883, -4.167, -1.298)
C (-1.663, -3.029, -1.653)
H (1.386, -2.470, 0.639)
H (0.874, -4.782, -0.228)
H (-1.123, -5.163, -1.634)
H (-2.520, -3.138, -2.235)
N (-0.273, -1.737, -0.314)
C (-1.329, -1.775, -1.209)
C (-1.934, -0.574, -1.373)
N (-1.329, 0.454, -0.633)
C (-1.656, 1.734, -0.763)
C (-3.659, 1.032, -1.947)
C (-2.860, 2.019, -1.394)
H (-0.988, 2.445, -0.336)
H (-3.180, 3.052, -1.398)
C (-3.142, -0.262, -1.950)
H (-3.734, -1.048, -2.348)
H (-4.662, 1.308, -2.348)
Re (-1.607, -0.902, 0.859)
I (-0.913, -0.816, 3.363)
O (4.219, 4.093, 1.559)
N (4.480, 3.596, 2.714)
O (4.207, 2.368, 2.830)
O (3.702, 1.326, 0.172)

---

Record 2
Molecular formula: C12H14N2O2S
Method: DFT, ωB97M-V/def2-TZVPD

Properties
Energy relative to the best compared isomer or geometry (same formula, charge and spin) = 74.6 kcal/mol
SMILES = C=CC1([C@H](C)C#CCC)C(=O)NC(=S)NC1=O
Gap between HOMO and LUMO = 8.76 eV

Element x y z (Å)
O (0.530, -2.115, 1.185)
O (-3.461, 0.395, 1.018)
S (-0.873, 0.293, 5.063)
C (1.758, 0.070, -1.292)
C (0.762, 0.397, -0.706)
C (-0.340, -1.328, 1.538)
C (-2.362, 0.096, 1.462)
C (-1.059, -0.107, 3.474)
C (-1.118, -2.119, -1.442)
C (-1.816, -1.315, -0.566)
N (-0.225, -0.984, 2.869)
N (-2.085, 0.477, 2.775)
C (3.796, 1.113, -2.072)
C (2.939, -0.146, -2.114)
C (-1.317, 1.656, -0.890)
C (-1.210, -0.454, 0.572)
C (-0.450, 0.793, 0.061)
H (-1.620, -2.687, -2.224)
H (-0.046, -2.236, -1.376)
H (-2.900, -1.353, -0.694)
H (0.552, -1.423, 3.392)
H (-2.801, 0.935, 3.274)
H (4.631, 0.976, -2.721)
H (4.122, 1.266, -1.012)
H (3.246, 2.019, -2.323)
H (2.618, -0.397, -3.095)
H (3.535, -0.973, -1.707)
H (-0.779, 2.570, -1.197)
H (-1.665, 1.099, -1.773)
H (-2.202, 2.076, -0.403)
H (-0.162, 1.404, 0.924)

---

Record 3
Molecular formula: C12H14N2O2S2
Method: DFT, ωB97M-V/def2-TZVPD

Properties
Energy relative to the best compared isomer or geometry (same formula, charge and spin) = 21.6 kcal/mol
SMILES = CSCC[C@@H](Nc1nc2ccccc2s1)C(=O)O
Gap between HOMO and LUMO = 8.43 eV

Element x y z (Å)
C (5.028, 1.692, 0.246)
H (5.495, 0.914, -0.353)
H (4.789, 1.324, 1.239)
H (5.691, 2.547, 0.321)
S (3.525, 2.275, -0.589)
C (2.616, 0.704, -0.731)
H (1.855, 0.877, -1.491)
C (1.971, 0.300, 0.586)
H (2.724, 0.188, 1.366)
C (1.209, -1.038, 0.462)
N (0.197, -0.996, -0.556)
C (-1.069, -0.600, -0.346)
N (-2.013, -0.690, -1.206)
C (-3.191, -0.190, -0.729)
C (-4.398, -0.152, -1.417)
C (-5.509, 0.382, -0.794)
C (-5.438, 0.879, 0.503)
C (-4.248, 0.852, 1.208)
C (-3.136, 0.319, 0.587)
S (-1.517, 0.149, 1.217)
H (-4.185, 1.236, 2.215)
H (-6.320, 1.291, 0.968)
H (-6.450, 0.414, -1.323)
H (-4.443, -0.541, -2.421)
H (0.379, -1.528, -1.397)
H (0.759, -1.261, 1.440)
C (2.183, -2.156, 0.126)
O (2.170, -2.781, -0.899)
O (3.068, -2.358, 1.101)
H (3.679, -3.075, 0.868)
H (1.267, 1.074, 0.894)
H (3.313, -0.053, -1.093)

---

Record 4
Molecular formula: C12H14N2O5
Method: DFT, ωB97M-V/def2-TZVPD

Properties
Energy relative to the best compared isomer or geometry (same formula, charge and spin) = 49.7 kcal/mol
SMILES = C[C@H](CC(=O)O)CC(=O)Nc1cccc([N+](=O)[O-])c1
Gap between HOMO and LUMO = 8.62 eV

Element x y z (Å)
C (-1.822, -0.313, 1.492)
H (-2.398, -0.439, 2.406)
H (-1.645, -1.295, 1.062)
H (-0.868, 0.136, 1.756)
C (-2.585, 0.577, 0.512)
C (-3.997, 0.031, 0.269)
C (-4.050, -1.369, -0.291)
O (-3.143, -1.992, -0.778)
O (-5.286, -1.870, -0.196)
H (-5.325, -2.764, -0.572)
H (-4.569, 0.031, 1.199)
H (-4.533, 0.672, -0.436)
H (-2.685, 1.573, 0.955)
C (-1.837, 0.733, -0.825)
C (-0.452, 1.302, -0.594)
O (-0.245, 2.481, -0.421)
N (0.522, 0.339, -0.582)
C (1.888, 0.482, -0.365)
C (2.666, -0.673, -0.335)
C (4.033, -0.572, -0.124)
C (4.652, 0.659, 0.059)
C (3.871, 1.799, 0.028)
C (2.505, 1.721, -0.180)
H (1.903, 2.615, -0.202)
H (4.329, 2.766, 0.168)
H (5.717, 0.699, 0.220)
N (4.823, -1.777, -0.095)
O (6.017, -1.665, 0.084)
O (4.247, -2.833, -0.253)
H (2.227, -1.650, -0.472)
H (0.212, -0.616, -0.709)
H (-1.788, -0.230, -1.330)
H (-2.384, 1.440, -1.451)

---

Record 5
Molecular formula: C12H14N3
Method: DFT, ωB97M-V/def2-TZVPD

Properties
Charge = +1
Energy relative to the best compared isomer or geometry (same formula, charge and spin) = 0.0 kcal/mol
SMILES = C=C[C@@H](N)c1[nH]c(-c2ccccc2)c[nH+]1
Gap between HOMO and LUMO = 9.44 eV

Element x y z (Å)
C (4.839, 0.410, 0.308)
C (4.401, -0.771, -0.338)
C (3.854, 1.298, 0.703)
C (3.063, -1.092, -0.536)
C (2.494, 1.017, 0.582)
C (0.070, -1.841, -0.091)
C (2.098, -0.193, -0.027)
C (0.737, -0.637, -0.074)
C (-1.489, -0.187, -0.493)
C (-4.641, -0.681, 0.831)
C (-3.689, 0.199, 0.760)
C (-2.846, 0.507, -0.690)
N (-0.230, 0.302, -0.373)
N (-1.284, -1.512, -0.322)
N (-2.566, 1.936, -0.777)
H (5.847, 0.781, 0.338)
H (5.229, -1.348, -0.683)
H (4.211, 2.208, 1.272)
H (2.832, -1.965, -0.990)
H (1.779, 1.613, 1.049)
H (0.280, -2.883, 0.096)
H (-5.236, -0.841, 1.742)
H (-4.904, -1.298, -0.065)
H (-3.286, 0.804, 1.517)
H (-3.338, 0.096, -1.473)
H (-0.149, 1.354, -0.377)
H (-2.062, -2.176, -0.377)
H (-3.059, 2.450, -1.588)
H (-2.951, 2.451, 0.075)

---

Record 6
Molecular formula: C12H14N4O2S
Method: DFT, ωB97M-V/def2-TZVPD

Properties
Energy relative to the best compared isomer or geometry (same formula, charge and spin) = 60.3 kcal/mol
SMILES = COCCn1nnnc1SCC(=O)c1ccccc1
Gap between HOMO and LUMO = 9.10 eV

Element x y z (Å)
C (-4.922, 1.870, 0.404)
H (-5.760, 1.323, 0.828)
O (-3.786, 1.492, 1.141)
C (-2.612, 2.125, 0.704)
C (-1.462, 1.630, 1.587)
N (-0.219, 2.214, 1.192)
C (0.595, 1.902, 0.147)
N (1.612, 2.738, 0.154)
N (1.413, 3.541, 1.185)
N (0.348, 3.261, 1.805)
S (0.264, 0.630, -0.972)
C (1.901, 0.512, -1.768)
C (2.817, -0.452, -1.029)
O (3.915, -0.093, -0.679)
C (2.303, -1.813, -0.760)
C (2.952, -2.562, 0.223)
C (2.527, -3.841, 0.527)
C (1.454, -4.392, -0.156)
C (0.811, -3.660, -1.142)
C (1.227, -2.378, -1.445)
H (0.718, -1.831, -2.224)
H (-0.020, -4.093, -1.679)
H (1.120, -5.392, 0.078)
H (3.032, -4.409, 1.293)
H (3.786, -2.114, 0.741)
H (1.724, 0.175, -2.790)
H (2.338, 1.510, -1.765)
H (-1.649, 1.911, 2.624)
H (-1.395, 0.541, 1.507)
H (-2.407, 1.875, -0.350)
H (-2.704, 3.220, 0.789)
H (-4.811, 1.610, -0.656)
H (-5.108, 2.948, 0.485)

---

Record 7
Molecular formula: C12H14NO5P
Method: DFT, ωB97M-V/def2-TZVPD

Properties
SMILES = C=CC1=CC(=O)C=C(P(=O)(O)O)C1=O.CCCC#N
Gap between HOMO and LUMO = 7.00 eV

Element x y z (Å)
C (2.811, -2.237, 2.689)
C (2.882, -0.927, 2.087)
C (1.605, -0.020, 2.019)
C (1.526, 1.234, 1.342)
C (0.100, 1.980, 1.360)
O (-0.027, 3.217, 1.477)
C (-1.162, 0.987, 1.200)
C (-1.082, -0.263, 1.857)
P (-2.373, -1.624, 1.795)
O (-2.220, -2.651, 2.940)
O (-3.953, -1.037, 1.681)
O (-2.057, -2.515, 0.355)
C (0.252, -0.539, 2.724)
O (0.218, -1.067, 3.848)
H (3.495, -2.586, 3.522)
H (1.984, -2.927, 2.303)
H (3.877, -0.620, 1.638)
H (2.429, 1.651, 0.792)
H (-2.089, 1.241, 0.595)
H (-4.248, -0.883, 2.610)
H (-1.147, -2.879, 0.486)
C (-1.242, 1.065, -2.536)
C (-0.560, 1.307, -3.873)
C (0.808, 0.631, -3.962)
C (1.710, 1.177, -2.892)
N (2.417, 1.604, -2.054)
H (-0.663, 1.486, -1.710)
H (-2.226, 1.540, -2.518)
H (-1.377, -0.005, -2.352)
H (-0.452, 2.385, -4.029)
H (-1.201, 0.930, -4.675)
H (1.258, 0.819, -4.940)
H (0.713, -0.450, -3.836)

---

Record-wise max |F| values, in Eh/bohr: 0.2152; 0.0744; 0.0192; 0.0278; 0.1146; 0.0329; 0.0897